Entry 1:
A molecular structure, CdH4IO2, computed with the ωB97M-V functional and the def2-TZVPD basis.

The geometry in XYZ format:
```
8
CdH4IO2 the ωB97M-V functional and the def2-TZVPD basis
Cd 7.28 16.21 -31.31
I 8.06 15.74 -28.63
O 8.04 12.35 -29.88
H 8.46 13.04 -29.36
H 7.37 11.99 -29.30
O 5.16 14.10 -26.81
H 5.87 14.46 -27.35
H 5.60 13.71 -26.06
```

Values from the calculation:
net charge: +1
F_max: 0.0351 hartree/bohr
E_LUMO: -8.729 eV
energy above the lowest of the compared OMol25 structures with the same formula, charge and spin: 0.0 kcal per mole

Entry 2:
A molecular structure, C12H16Br2O12Pd, computed with the ωB97M-V functional and the def2-TZVPD basis.

The geometry in XYZ format:
```
43
C12H16Br2O12Pd the ωB97M-V functional and the def2-TZVPD basis
Pd -0.46 1.94 0.55
Br 1.00 3.90 -0.47
Br -2.20 2.78 2.41
C 3.92 -0.94 -0.88
C 3.13 -1.84 -1.89
O 1.90 -1.27 -1.76
C 1.80 -0.28 -0.94
O 0.85 0.33 -0.54
O 3.01 -0.07 -0.37
H 4.74 -0.38 -1.32
H 4.40 -1.54 -0.11
H 2.99 -2.86 -1.53
H 3.58 -1.67 -2.86
C -3.63 0.97 -4.05
C -2.45 0.15 -3.95
O -1.98 0.28 -2.58
C -2.47 1.43 -2.18
O -2.02 1.93 -1.12
O -3.50 1.84 -2.98
H -4.48 0.32 -3.82
H -3.76 1.43 -5.03
H -1.75 0.51 -4.70
H -2.69 -0.88 -4.20
C -2.96 -2.85 -0.69
C -1.66 -3.44 -0.39
O -1.02 -2.39 0.35
C -1.83 -1.42 0.66
O -1.50 -0.28 0.98
O -3.02 -1.77 0.17
H -3.75 -3.60 -0.62
H -2.98 -2.42 -1.69
H -1.07 -3.63 -1.29
H -1.79 -4.35 0.21
C 2.11 1.62 5.57
C 2.78 2.77 4.84
O 2.13 2.72 3.52
C 1.56 1.58 3.32
O 0.92 1.28 2.29
O 1.63 0.86 4.51
H 1.36 1.83 6.33
H 2.87 1.01 6.06
H 3.87 2.73 4.84
H 2.44 3.67 5.34
```

Values from the calculation:
net charge: 0
multiplicity: 3
F_max: 0.0912 hartree/bohr
E_LUMO (spin up / spin down): 0.048 / -0.284 eV
energy above the lowest of the compared OMol25 structures with the same formula, charge and spin: 57.9 kcal per mole

Entry 3:
C3H5NOS in the gas phase, computed with the ωB97M-V functional and the def2-TZVPD basis.

The geometry in XYZ format:
```
11
C3H5NOS the ωB97M-V functional and the def2-TZVPD basis
C 2.00 0.06 -0.05
C 0.54 -0.26 0.12
N -0.05 -1.21 -0.50
S -1.71 -1.31 0.00
C -2.44 0.28 -0.05
O -1.89 1.33 -0.26
H 2.41 -0.51 -0.86
H 2.47 -0.07 0.93
H 2.17 1.10 -0.32
H -0.01 0.42 0.79
H -3.50 0.18 0.20
```

Values from the calculation:
net charge: 0
F_max: 0.0256 hartree/bohr
E_LUMO: 0.724 eV
energy above the lowest of the compared OMol25 structures with the same formula, charge and spin: 37.5 kcal per mole

Entry 4:
A molecular structure, C2H5ClO2P, computed with the ωB97M-V functional and the def2-TZVPD basis.

The geometry in XYZ format:
```
11
C2H5ClO2P the ωB97M-V functional and the def2-TZVPD basis
C -1.78 -0.18 -0.27
C -0.43 0.19 -0.10
O 0.43 2.95 0.26
O 1.98 1.20 -0.90
P 0.89 1.51 0.22
Cl 3.25 -1.16 -0.20
H -1.84 -1.28 -0.32
H -2.49 0.73 -0.32
H 0.20 -0.61 0.14
H 2.64 0.36 -0.54
H 1.30 0.94 1.54
```

Values from the calculation:
net charge: -1
F_max: 0.1046 hartree/bohr
E_LUMO: 3.735 eV
energy above the lowest of the compared OMol25 structures with the same formula, charge and spin: 37.8 kcal per mole

Entry 5:
HO2PS in the gas phase, computed with the ωB97M-V functional and the def2-TZVPD basis.

The geometry in XYZ format:
```
5
HO2PS the ωB97M-V functional and the def2-TZVPD basis
O 2.16 1.13 -0.13
P 1.64 -0.03 0.57
O -0.08 -0.26 0.13
S -1.65 -0.71 0.29
H -2.07 -0.12 -0.87
```

Values from the calculation:
net charge: 0
F_max: 0.0591 hartree/bohr
E_LUMO: -0.734 eV
energy above the lowest of the compared OMol25 structures with the same formula, charge and spin: 17.2 kcal per mole

Entry 6:
A molecular structure, C21H31CuF6N2OPSSb, computed with the ωB97M-V functional and the def2-TZVPD basis.

The geometry in XYZ format:
```
65
C21H31CuF6N2OPSSb the ωB97M-V functional and the def2-TZVPD basis
Cu 0.32 0.07 -0.18
C -1.97 -2.28 -2.66
Sb -0.47 -2.27 -1.18
C 0.85 -3.73 -2.00
C -1.42 -3.44 0.31
H -2.21 -3.33 -2.85
H -1.63 -1.81 -3.58
H -2.85 -1.76 -2.29
H 0.26 -4.43 -2.59
H 1.34 -4.28 -1.20
H 1.60 -3.27 -2.64
H -1.68 -4.40 -0.13
H -2.32 -2.94 0.66
H -0.75 -3.60 1.15
C 2.95 0.76 0.84
C 4.24 0.33 1.57
N 4.25 -1.10 1.82
C 3.10 -1.47 2.64
C 1.78 -1.08 1.94
N 2.07 -0.44 0.62
C 2.86 -1.41 -0.19
C 4.16 -1.79 0.55
H 3.14 1.19 -0.14
H 2.38 1.48 1.42
H 4.33 0.86 2.52
H 5.12 0.58 0.97
H 3.18 -0.96 3.60
H 3.14 -2.54 2.82
H 1.20 -0.37 2.52
H 1.15 -1.95 1.74
H 3.05 -0.95 -1.16
H 2.24 -2.29 -0.34
H 5.04 -1.54 -0.05
H 4.20 -2.87 0.73
O -1.44 0.45 -0.95
S -2.09 1.86 -0.90
C -3.54 1.71 -1.92
C -3.51 1.00 -3.12
C -4.66 0.95 -3.88
C -5.81 1.60 -3.45
C -5.82 2.31 -2.26
C -4.67 2.36 -1.47
C -1.07 2.85 -1.99
C -0.14 2.25 -2.82
C 0.64 3.06 -3.64
C 0.48 4.44 -3.61
C -0.45 5.02 -2.76
C -1.23 4.22 -1.94
H -2.60 0.52 -3.44
H -4.67 0.41 -4.81
H -6.71 1.56 -4.05
H -6.72 2.82 -1.92
H -4.67 2.89 -0.53
H -0.05 1.18 -2.86
H 1.36 2.61 -4.30
H 1.10 5.06 -4.24
H -0.56 6.09 -2.73
H -1.94 4.68 -1.25
F 0.37 1.94 0.47
P -0.06 2.94 1.95
F -1.38 2.03 2.02
F 0.70 1.81 2.82
F -0.43 3.79 3.20
F 1.34 3.66 1.70
F -0.77 3.92 0.92
```

Values from the calculation:
net charge: +1
multiplicity: 2
F_max: 0.0085 hartree/bohr
E_LUMO (spin up / spin down): -2.586 / -4.855 eV

Entry 7:
2 unconnected molecules or ions with the total composition C4H13NO, computed with the ωB97M-V functional and the def2-TZVPD basis.

The geometry in XYZ format:
```
19
C4H13NO the ωB97M-V functional and the def2-TZVPD basis
C -1.04 1.27 0.87
N 0.25 0.60 0.74
C 0.35 -0.21 -0.51
C 0.29 0.64 -1.79
C -0.70 -1.28 -0.54
H -1.50 1.56 -0.08
H -0.97 2.19 1.45
H -1.72 0.56 1.34
H 1.01 1.26 0.67
H 1.36 -0.63 -0.43
H 0.68 -0.01 -2.58
H 0.82 1.59 -1.83
H -0.75 0.86 -2.07
H -0.43 -2.18 -1.09
H -1.66 -0.94 -0.93
H -0.97 -1.60 0.47
O 2.04 -1.19 2.23
H 1.40 -0.51 1.96
H 1.54 -1.98 2.12
```

Values from the calculation:
net charge: 0
F_max: 0.0261 hartree/bohr
E_LUMO: 0.926 eV
energy above the lowest of the compared OMol25 structures with the same formula, charge and spin: 10.6 kcal per mole

Entry 8:
C32H35N3O3 in the gas phase, computed with the ωB97M-V functional and the def2-TZVPD basis.

The geometry in XYZ format:
```
73
C32H35N3O3 the ωB97M-V functional and the def2-TZVPD basis
C -4.02 3.06 -0.84
C -2.75 3.24 0.01
C -2.83 2.22 1.15
O -3.53 2.42 2.12
N -2.10 1.10 0.98
C -2.31 -0.07 1.80
C -3.16 -1.12 1.06
C -2.44 -1.69 -0.12
C -2.20 -1.09 -1.32
N -1.49 -1.92 -2.14
C -1.24 -3.08 -1.48
C -0.57 -4.23 -1.88
C -0.51 -5.28 -1.00
C -1.10 -5.20 0.27
C -1.75 -4.07 0.68
C -1.84 -2.98 -0.19
C -1.53 3.14 -0.87
C -0.85 4.39 -1.37
C -0.15 3.51 -0.37
C 0.01 3.98 1.06
C 1.00 2.65 -0.87
N 1.09 1.43 -0.08
C 1.17 0.21 -0.66
O 0.84 -0.05 -1.79
O 1.64 -0.68 0.24
C 1.83 -2.02 -0.22
C 1.62 -3.01 0.89
C 0.93 -2.68 2.04
C 0.74 -3.62 3.04
C 1.23 -4.90 2.89
C 1.93 -5.24 1.74
C 2.12 -4.30 0.74
C 2.34 3.38 -0.89
C 3.52 2.65 -0.79
C 4.75 3.29 -0.83
C 4.82 4.66 -0.98
C 3.65 5.39 -1.09
C 2.42 4.76 -1.05
H -4.06 3.81 -1.63
H -4.90 3.17 -0.21
H -4.04 2.07 -1.29
H -2.80 4.23 0.48
H -1.57 0.96 0.13
H -1.34 -0.50 2.07
H -2.83 0.26 2.70
H -3.41 -1.92 1.76
H -4.09 -0.64 0.74
H -2.52 -0.12 -1.67
H -1.10 -1.65 -3.02
H -0.12 -4.29 -2.86
H 0.00 -6.19 -1.28
H -1.03 -6.05 0.93
H -2.20 -4.02 1.66
H -1.56 2.32 -1.58
H -0.49 4.41 -2.38
H -1.23 5.34 -1.02
H 1.03 4.31 1.24
H -0.66 4.81 1.28
H -0.22 3.17 1.76
H 0.78 2.32 -1.90
H 1.46 1.52 0.85
H 2.85 -2.11 -0.62
H 1.12 -2.21 -1.04
H 0.55 -1.68 2.16
H 0.19 -3.35 3.93
H 1.08 -5.64 3.66
H 2.32 -6.24 1.62
H 2.67 -4.56 -0.15
H 3.49 1.58 -0.69
H 5.66 2.71 -0.75
H 5.77 5.16 -1.01
H 3.68 6.47 -1.21
H 1.52 5.34 -1.14
```

Values from the calculation:
net charge: 0
F_max: 0.0128 hartree/bohr
E_LUMO: 0.658 eV
energy above the lowest of the compared OMol25 structures with the same formula, charge and spin: 0.0 kcal per mole

Entry 9:
A molecular structure, C18H29AuClN2O3, computed with the ωB97M-V functional and the def2-TZVPD basis.

The geometry in XYZ format:
```
54
C18H29AuClN2O3 the ωB97M-V functional and the def2-TZVPD basis
Au 0.43 -0.15 -0.27
C 2.03 1.03 0.31
C 2.17 0.81 1.78
C 1.59 1.85 2.43
C 1.06 2.80 1.45
C 1.32 2.34 0.20
C 1.05 3.04 -1.10
C 0.36 4.06 1.82
C 1.48 2.06 3.91
C 2.94 -0.34 2.35
C 3.26 0.81 -0.55
H 1.73 3.88 -1.26
H 0.03 3.44 -1.14
H 1.16 2.36 -1.95
H 1.06 4.82 2.16
H -0.36 3.90 2.63
H -0.18 4.48 0.97
H 0.43 2.16 4.21
H 1.99 2.97 4.21
H 1.91 1.23 4.47
H 2.65 -0.55 3.38
H 4.02 -0.14 2.35
H 2.78 -1.24 1.76
H 4.03 1.53 -0.25
H 3.05 0.97 -1.61
H 3.67 -0.19 -0.42
Cl -1.33 -2.55 -0.23
C -2.63 -3.44 -0.46
C -3.48 0.14 0.56
O -3.55 -0.88 1.11
O -3.42 1.14 -0.02
H -2.66 -4.40 0.03
H -3.39 -3.01 -1.10
C 0.73 -5.00 -0.84
N 0.76 -4.77 0.59
C 2.09 -4.82 1.23
C 1.91 -4.89 2.73
C 1.01 -3.77 3.21
N -0.23 -3.78 2.41
C -1.31 -2.91 2.87
C -0.30 -4.23 1.17
O -1.53 -1.23 -0.95
H 1.63 -5.51 -1.17
H -0.12 -5.62 -1.14
H 0.63 -4.07 -1.40
H 2.67 -3.94 0.93
H 2.61 -5.70 0.87
H 2.88 -4.84 3.24
H 1.45 -5.85 2.99
H 1.49 -2.79 3.11
H 0.74 -3.91 4.25
H -1.15 -2.65 3.92
H -1.35 -2.01 2.29
H -2.27 -3.43 2.82
```

Values from the calculation:
net charge: +1
F_max: 0.0190 hartree/bohr
E_LUMO (spin up / spin down): -6.861 / -6.861 eV
energy above the lowest of the compared OMol25 structures with the same formula, charge and spin: 0.0 kcal per mole

Entry 10:
A molecular structure, C30H26AsN3OPRhSe3Te, computed with the ωB97M-V functional and the def2-TZVPD basis.

The geometry in XYZ format:
```
67
C30H26AsN3OPRhSe3Te the ωB97M-V functional and the def2-TZVPD basis
Rh -2.15 -0.97 1.51
Se -4.37 0.11 1.32
Se -4.93 -1.18 3.10
Te -3.23 -3.12 3.06
Se -2.47 -3.29 0.72
C 0.36 -0.30 -0.95
C 1.13 0.61 -1.89
As 2.30 -0.32 -3.18
C 1.01 -1.74 -3.59
C 0.98 -2.99 -2.99
C -0.05 -3.88 -3.28
C -1.05 -3.53 -4.17
C -1.03 -2.28 -4.77
C 0.00 -1.39 -4.49
C 3.47 -1.25 -1.92
C 3.68 -0.79 -0.62
C 4.59 -1.42 0.22
C 5.31 -2.52 -0.23
C 5.12 -2.97 -1.53
C 4.21 -2.34 -2.37
P -0.71 0.52 0.27
C 0.48 1.54 1.18
C 1.16 0.89 2.21
C 2.13 1.54 2.95
C 2.43 2.87 2.68
C 1.77 3.53 1.65
C 0.81 2.87 0.90
C -1.80 1.61 -0.70
C -2.39 1.05 -1.84
C -3.32 1.76 -2.58
C -3.69 3.04 -2.18
C -3.14 3.59 -1.04
C -2.20 2.88 -0.30
H 1.02 -0.94 -0.36
H -0.28 -0.99 -1.52
H 1.75 1.32 -1.34
H 0.44 1.21 -2.49
H 1.73 -3.27 -2.27
H -0.06 -4.85 -2.80
H -1.85 -4.22 -4.39
H -1.80 -2.00 -5.48
H 0.02 -0.42 -4.98
H 3.14 0.07 -0.24
H 4.74 -1.04 1.22
H 6.01 -3.01 0.42
H 5.68 -3.83 -1.89
H 4.09 -2.71 -3.38
H 0.90 -0.13 2.47
H 2.64 1.02 3.75
H 3.18 3.39 3.27
H 2.01 4.56 1.42
H 0.35 3.39 0.07
H -2.14 0.05 -2.16
H -3.77 1.31 -3.46
H -4.42 3.60 -2.76
H -3.43 4.58 -0.71
H -1.82 3.32 0.61
N -1.60 1.87 3.94
C -1.82 0.57 4.27
O -1.40 -0.35 3.50
C -2.51 0.29 5.47
C -2.86 -1.04 5.78
N -3.14 -2.15 5.97
C -2.95 1.34 6.31
N -3.30 2.26 6.92
H -1.02 2.06 3.15
H -1.93 2.62 4.52
```

Values from the calculation:
net charge: 0
multiplicity: 5
F_max: 0.0130 hartree/bohr
E_LUMO (spin up / spin down): -0.907 / -2.596 eV
energy above the lowest of the compared OMol25 structures with the same formula, charge and spin: 12.7 kcal per mole

Entry 11:
2 unconnected molecules or ions with the total composition C4H12NO, computed with the ωB97M-V functional and the def2-TZVPD basis.

The geometry in XYZ format:
```
18
C4H12NO the ωB97M-V functional and the def2-TZVPD basis
C 0.27 1.22 0.14
N -0.26 0.08 1.13
C 0.95 -0.97 0.99
C 1.53 -0.84 -0.45
C 0.79 0.34 -1.10
H 0.97 1.94 0.54
H -0.61 1.80 -0.21
H -0.32 0.46 2.07
H -1.25 -0.10 0.95
H 1.76 -1.03 1.79
H 0.40 -2.00 0.94
H 1.31 -1.77 -0.99
H 2.60 -0.70 -0.56
H 1.39 1.08 -1.66
H -0.08 -0.16 -1.56
H -3.46 0.89 -0.84
H -3.23 -0.54 -0.59
O -2.73 0.32 -0.58
```

Values from the calculation:
net charge: +1
F_max: 0.0827 hartree/bohr
E_LUMO: -3.142 eV
energy above the lowest of the compared OMol25 structures with the same formula, charge and spin: 34.1 kcal per mole

Entry 12:
A molecular structure, C47H54AlBBrCl2N4O5, computed with the ωB97M-V functional and the def2-TZVPD basis.

The geometry in XYZ format:
```
115
C47H54AlBBrCl2N4O5 the ωB97M-V functional and the def2-TZVPD basis
Al -0.42 0.86 -0.82
C 3.69 -1.50 5.17
C 4.14 -0.12 4.66
C 5.65 -0.18 4.39
C 3.90 0.92 5.76
C 3.35 0.25 3.41
C 1.96 0.37 3.48
C 1.25 0.72 2.35
Br -0.64 0.85 2.52
C 1.83 0.97 1.09
O 1.07 1.30 0.07
C 3.24 0.83 1.01
C 3.93 0.49 2.18
C 4.11 1.00 -0.25
C 3.37 1.31 -1.56
C 5.10 2.16 -0.01
C 4.89 -0.30 -0.50
H 4.24 -1.77 6.08
H 3.88 -2.27 4.41
H 2.62 -1.51 5.40
H 6.17 -0.45 5.31
H 6.03 0.78 4.05
H 5.89 -0.94 3.64
H 4.46 0.67 6.67
H 2.84 0.98 6.02
H 4.22 1.91 5.42
H 1.42 0.19 4.40
H 5.01 0.40 2.10
H 2.85 2.27 -1.51
H 2.66 0.53 -1.80
H 4.11 1.37 -2.36
H 4.56 3.09 0.17
H 5.74 2.30 -0.89
H 5.75 1.97 0.85
H 4.19 -1.11 -0.72
H 5.51 -0.59 0.35
H 5.55 -0.17 -1.37
N -2.65 3.46 0.89
C -1.64 4.09 0.22
C -1.58 5.50 0.21
C -0.53 6.12 -0.41
C 0.46 5.35 -1.01
C 0.32 3.98 -0.96
N -0.71 3.34 -0.39
H -3.50 3.97 1.01
H -2.77 2.49 0.64
H -2.37 6.06 0.70
H -0.47 7.21 -0.43
H 1.31 5.80 -1.51
H 1.06 3.34 -1.42
C -0.16 1.08 -2.86
C -0.39 2.36 -3.54
C -1.66 2.95 -3.64
C -1.85 4.20 -4.18
C -0.77 4.93 -4.68
C 0.50 4.35 -4.65
C 0.68 3.10 -4.09
C -0.95 6.25 -5.21
N -1.10 7.32 -5.63
H 0.80 0.65 -3.14
H -0.94 0.35 -3.10
H -2.51 2.40 -3.23
H -2.84 4.64 -4.22
H 1.34 4.90 -5.05
H 1.67 2.66 -4.07
C -5.23 -1.77 -0.52
C -4.61 -0.44 -0.12
C -5.09 -0.05 1.27
O -3.18 -0.60 -0.04
B -2.53 0.49 -0.60
O -3.49 1.32 -1.20
C -4.78 0.69 -1.19
C -5.83 1.74 -0.85
C -5.03 0.17 -2.60
H -5.09 -2.48 0.28
H -4.77 -2.17 -1.42
H -6.31 -1.65 -0.70
H -4.80 -0.84 1.97
H -6.18 0.07 1.30
H -4.62 0.88 1.60
H -5.62 2.22 0.11
H -6.83 1.30 -0.81
H -5.82 2.51 -1.62
H -4.26 -0.55 -2.89
H -4.98 1.01 -3.30
H -6.01 -0.30 -2.69
Cl -0.75 -4.68 -2.57
C -2.07 -5.03 -1.52
C -3.21 -5.60 -2.05
C -4.33 -5.80 -1.25
C -4.28 -5.45 0.09
C -3.12 -4.91 0.61
Cl -3.06 -4.55 2.31
C -1.98 -4.68 -0.16
N -0.86 -4.09 0.39
C 0.43 -4.66 0.43
C 0.63 -6.02 0.27
C 1.91 -6.56 0.36
C 2.99 -5.74 0.64
C 2.78 -4.37 0.82
C 1.52 -3.81 0.70
C 1.30 -2.32 0.77
C 1.01 -1.73 -0.61
O 1.75 -2.02 -1.54
O -0.02 -0.95 -0.69
H -3.23 -5.84 -3.10
H -5.23 -6.23 -1.67
H -5.14 -5.61 0.74
H -1.02 -3.30 0.99
H -0.22 -6.66 0.07
H 2.05 -7.62 0.21
H 3.98 -6.15 0.72
H 3.62 -3.72 1.02
H 2.22 -1.84 1.11
H 0.51 -2.04 1.47
```

Values from the calculation:
net charge: -1
F_max: 0.0115 hartree/bohr
E_LUMO: 2.220 eV
energy above the lowest of the compared OMol25 structures with the same formula, charge and spin: 3.5 kcal per mole